A structure of composition C5H4N3O4 at a distorted geometry. Source: OMol25; level of theory: ωB97M-V with the def2-TZVPD basis set.

Geometry as ORCA input:
```
! wB97M-V def2-TZVPD RIJCOSX def2/J DEFGRID3
* xyz -1 1
H -2.45 -1.37 -1.72
N 0.60 2.30 1.60
O -0.34 2.40 2.33
O -0.07 2.02 -0.07
O 3.74 2.77 0.14
C 2.88 2.00 0.48
C -0.49 -1.26 -1.02
C -0.54 0.90 -0.44
C -1.71 -0.72 -1.26
H 1.24 -0.22 -0.05
C 1.83 2.62 1.48
H -0.04 -2.31 -1.18
N -1.74 0.60 -0.89
N 0.28 -0.24 -0.43
H 2.16 3.13 2.40
O 2.70 0.75 0.38
*
```

Properties
Orbital gap (spin up / spin down) = 7.106 / 7.106 eV
Energy relative to the best compared isomer or geometry (same formula, charge and spin) = 84.3 kJ/mol
LUMO (spin up / spin down) = 2.71 / 2.71 eV
Highest occupied orbital energy (spin up / spin down) = -4.40 / -4.40 eV



The molecule CHBrS at a distorted geometry. Source: OMol25; level of theory: ωB97M-V with the def2-TZVPD basis set.

Geometry as ORCA input:
```
! wB97M-V def2-TZVPD RIJCOSX def2/J DEFGRID3
* xyz 0 1
S 0.66 1.84 1.15
Br 2.33 -0.52 -0.13
H -0.19 -0.06 0.03
C 0.73 0.41 0.22
*
```

Properties
Orbital gap = 8.240 eV
Energy relative to the best compared isomer or geometry (same formula, charge and spin) = 3.2 kJ/mol
Structure (SMILES) = S=CBr
LUMO = -1.10 eV
Highest occupied orbital energy = -9.34 eV



Number 2 is which compound?
CHBrS